Record 1
{"formula": "C12H13N3O", "method": "ωB97M-V/def2-TZVPD", "orbital_gap_ev": 9.0, "total_charge": 0, "e_homo_ev": -8.225, "smiles": "[H]/N=C(\\Nc1cccc(CN)c1)c1ccco1", "lumo_ha": 0.0277, "de_lowest_ev": 2.8174, "symbols": ["N", "O", "C", "C", "C", "C", "C", "C", "C", "C", "C", "C", "C", "N", "N", "C", "H", "H", "H", "H", "H", "H", "H", "H", "H", "H", "H", "H", "H"], "coordinates": [[1.816, -1.181, -2.115], [-1.744, -0.122, -1.851], [0.775, -0.789, -1.515], [-2.433, 0.427, -2.892], [-1.666, 0.406, -4.043], [-0.389, -0.069, -3.628], [-0.444, -0.338, -2.283], [-1.590, 1.261, 1.624], [-0.631, 0.910, 0.685], [-1.832, 0.519, 2.766], [-0.222, -1.101, 1.925], [0.055, -0.319, 0.804], [-1.145, -0.702, 2.900], [0.991, -0.768, -0.132], [-0.525, -1.020, 5.216], [-1.353, -1.554, 4.119], [2.683, -1.345, -1.618], [-3.418, 0.859, -2.838], [-1.945, 0.745, -5.020], [0.497, -0.228, -4.282], [-2.068, 2.208, 1.556], [-0.434, 1.554, -0.147], [-2.512, 0.878, 3.527], [0.255, -2.061, 2.014], [1.702, -1.396, 0.189], [-0.819, -1.375, 6.143], [-0.507, -0.009, 5.184], [-2.415, -1.515, 4.407], [-1.086, -2.596, 3.940]], "mulliken_charge": [-0.7484, -0.2671, 0.1316, -0.4304, -0.4660, -0.1635, 0.4052, -0.6035, -0.3484, -0.6184, -0.7129, 0.4707, 0.4544, -0.3267, -0.5836, -0.7802, 0.2158, 0.4306, 0.4222, 0.4408, 0.4063, 0.5613, 0.4098, 0.3006, 0.2841, 0.2234, 0.2478, 0.3261, 0.3184]}

---

Record 2
{"formula": "C12H13N3O5W", "method": "ωB97M-V/def2-TZVPD", "orbital_gap_ev": 5.6, "total_charge": 4, "e_homo_ev": -22.612, "lumo_ha": -0.6270, "de_lowest_ev": 2.2808, "symbols": ["W", "O", "C", "C", "N", "C", "C", "O", "O", "C", "C", "O", "O", "H", "H", "H", "H", "H", "H", "H", "H", "H", "N", "C", "C", "C", "C", "C", "N", "C", "H", "H", "H", "H"], "coordinates": [[0.013, 0.446, -0.093], [-1.258, 2.036, 0.112], [-2.632, 1.605, 0.651], [-3.046, 0.374, -0.123], [-2.058, -0.786, -0.056], [-2.347, -1.686, -1.223], [-1.940, -1.215, -2.570], [-1.870, -1.090, -3.669], [-0.183, -0.151, -1.692], [-2.229, -1.647, 1.159], [-1.400, -1.288, 2.344], [-1.240, -1.401, 3.449], [-0.133, -0.221, 1.521], [-1.220, 3.000, -0.059], [-2.496, 1.524, 1.728], [-3.329, 2.411, 0.412], [-4.030, 0.044, 0.229], [-3.161, 0.646, -1.175], [-1.842, -2.655, -1.126], [-3.428, -1.878, -1.320], [-3.271, -1.692, 1.499], [-1.916, -2.675, 0.941], [6.229, -1.964, 0.043], [5.397, -1.172, 0.004], [4.344, -0.210, -0.046], [4.604, 1.169, -0.067], [3.554, 2.091, -0.113], [2.282, 1.565, -0.146], [2.037, 0.243, -0.118], [3.025, -0.664, -0.064], [5.630, 1.525, -0.046], [3.731, 3.159, -0.135], [1.410, 2.273, -0.219], [2.774, -1.716, -0.033]], "mulliken_charge": [1.6004, -0.3996, -0.5723, -0.6392, -0.0318, -0.2453, 0.2110, 0.0830, -0.6170, -0.3591, 0.2390, -0.0317, -0.6601, 0.3654, 0.2926, 0.5160, 0.5058, 0.4310, 0.4696, 0.5318, 0.5041, 0.4708, -0.1489, -0.4575, 0.3154, 0.0419, -0.8105, 0.1140, -0.1065, 0.2042, 0.5832, 0.5145, 0.5074, 0.5785]}

---

Record 3
{"formula": "C12H13N3O6", "method": "ωB97M-V/def2-TZVPD", "orbital_gap_ev": 8.5, "total_charge": 0, "e_homo_ev": -9.479, "smiles": "COC(=O)CCC(=O)NNC(=O)c1ccc([N+](=O)[O-])cc1", "lumo_ha": -0.0369, "de_lowest_ev": 0.0104, "symbols": ["C", "H", "H", "H", "O", "C", "O", "C", "H", "H", "C", "C", "O", "N", "N", "C", "O", "C", "C", "C", "C", "C", "C", "H", "H", "N", "O", "O", "H", "H", "H", "H", "H", "H"], "coordinates": [[4.979, -3.027, 3.942], [5.375, -3.918, 3.451], [4.418, -3.333, 4.827], [5.782, -2.348, 4.213], [4.136, -2.307, 3.049], [3.092, -2.976, 2.551], [2.848, -4.124, 2.801], [2.264, -2.074, 1.652], [1.652, -1.455, 2.314], [2.950, -1.424, 1.108], [1.382, -2.905, 0.726], [0.295, -2.157, -0.009], [-0.680, -2.691, -0.501], [0.485, -0.823, -0.155], [-0.494, -0.071, -0.797], [-0.489, 1.274, -0.655], [0.398, 1.836, -0.034], [-1.607, 1.993, -1.324], [-1.932, 3.258, -0.834], [-2.952, 3.989, -1.406], [-3.643, 3.450, -2.484], [-3.319, 2.200, -2.997], [-2.300, 1.471, -2.415], [-2.035, 0.512, -2.831], [-3.869, 1.820, -3.844], [-4.714, 4.208, -3.092], [-4.979, 5.287, -2.611], [-5.279, 3.714, -4.043], [-3.222, 4.968, -1.039], [-1.366, 3.649, -0.002], [-1.259, -0.649, -1.127], [1.188, -0.247, 0.291], [1.997, -3.404, -0.028], [0.899, -3.699, 1.301]], "mulliken_charge": [-0.6495, 0.2982, 0.2969, 0.2295, -0.2939, 0.3286, -0.5806, -0.3656, 0.3472, 0.3152, -0.3078, 0.3641, -0.6859, -0.3159, -0.2486, 0.4085, -0.7018, 0.5380, -0.5550, -0.4544, 0.0960, -0.6176, -0.4676, 0.4274, 0.4785, 0.9942, -0.6076, -0.6054, 0.4791, 0.4386, 0.4048, 0.4366, 0.2401, 0.3356]}

---

Record 4
{"formula": "C12H13N3O6S", "method": "ωB97M-V/def2-TZVPD", "orbital_gap_ev": 7.5, "total_charge": 0, "e_homo_ev": -8.917, "smiles": "Cc1c(CCO)c(=O)[nH]n1S(=O)(=O)c1ccccc1[N+](=O)[O-]", "lumo_ha": -0.0514, "symbols": ["C", "C", "C", "C", "O", "N", "N", "S", "O", "O", "C", "C", "C", "C", "C", "C", "N", "O", "O", "H", "H", "H", "H", "H", "C", "H", "H", "C", "O", "H", "H", "H", "H", "H", "H"], "coordinates": [[0.131, 0.119, -2.310], [0.898, 0.386, -1.064], [2.085, -0.106, -0.627], [2.373, 0.517, 0.668], [3.324, 0.391, 1.414], [1.328, 1.385, 0.872], [0.412, 1.320, -0.160], [-1.230, 1.646, 0.117], [-1.340, 2.204, 1.420], [-1.659, 2.431, -0.998], [-2.177, 0.091, -0.058], [-3.312, 0.208, -0.839], [-4.113, -0.895, -1.094], [-3.770, -2.138, -0.584], [-2.633, -2.270, 0.192], [-1.847, -1.154, 0.461], [-0.697, -1.331, 1.314], [-0.269, -0.334, 1.854], [-0.249, -2.445, 1.431], [-2.337, -3.222, 0.607], [-4.385, -3.001, -0.786], [-5.000, -0.782, -1.697], [-3.544, 1.177, -1.252], [1.045, 1.823, 1.735], [2.958, -1.117, -1.293], [2.580, -1.313, -2.297], [2.931, -2.052, -0.725], [4.433, -0.668, -1.371], [5.151, -0.933, -0.205], [4.695, -0.495, 0.540], [4.935, -1.230, -2.165], [4.470, 0.402, -1.629], [-0.407, -0.828, -2.248], [0.812, 0.061, -3.157], [-0.580, 0.923, -2.480]], "mulliken_charge": [-1.6744, -0.4106, 0.6506, 1.1197, -0.8109, -0.2777, 0.1864, 1.3827, -0.6950, -0.6616, 0.3070, -0.6361, -0.6774, -0.4760, -0.7206, 0.3319, 1.1206, -0.5354, -0.6417, 0.5007, 0.4123, 0.4200, 0.5257, 0.3426, -0.7696, 0.3838, 0.2591, -0.6362, -0.5946, 0.4050, 0.3559, 0.3418, 0.2321, 0.6004, 0.3393]}

---

Record 5
{"formula": "C12H13N6O5ScSe2Te2", "method": "ωB97M-V/def2-TZVPD", "orbital_gap_ev": 6.4, "total_charge": 0, "e_homo_ev": -6.895, "lumo_ha": -0.0169, "de_lowest_ev": 0.1677, "symbols": ["Sc", "O", "C", "O", "C", "O", "C", "C", "O", "O", "H", "H", "H", "H", "H", "N", "C", "N", "C", "N", "N", "C", "N", "C", "C", "C", "C", "C", "N", "H", "H", "H", "H", "H", "H", "H", "H", "Se", "Te", "Te", "Se"], "coordinates": [[-1.018, -0.892, -0.817], [-4.391, 0.372, 1.422], [-3.425, -0.518, 1.216], [-3.089, -0.832, 0.096], [-2.945, -1.088, 2.537], [-1.896, -1.994, 2.438], [-0.625, -1.543, 2.868], [0.028, -0.507, 1.964], [1.144, -0.112, 2.215], [-0.723, -0.108, 0.967], [-4.720, 0.650, 0.551], [-2.735, -0.250, 3.209], [-3.812, -1.617, 2.943], [-0.672, -1.130, 3.880], [0.014, -2.422, 2.892], [2.135, -2.814, -0.787], [2.400, -1.510, -0.819], [3.690, -1.173, -0.729], [3.939, 0.123, -0.725], [5.221, 0.519, -0.654], [3.009, 1.093, -0.785], [1.774, 0.663, -0.879], [1.370, -0.621, -0.936], [0.749, 1.749, -0.948], [1.108, 3.061, -0.688], [0.139, 4.044, -0.779], [-1.147, 3.689, -1.146], [-1.418, 2.356, -1.390], [-0.492, 1.404, -1.282], [2.917, -3.407, -0.569], [1.198, -3.126, -0.556], [5.945, -0.168, -0.553], [5.427, 1.498, -0.591], [2.130, 3.280, -0.418], [0.389, 5.076, -0.567], [-1.935, 4.426, -1.241], [-2.405, 2.024, -1.679], [-1.070, -3.411, -0.252], [-0.815, -3.855, -2.735], [-3.074, -2.640, -3.532], [-2.316, -0.291, -3.142]], "mulliken_charge": [0.9103, -0.5201, 0.7553, -0.5045, -0.6179, -0.3474, -0.6978, 0.7129, -0.6446, -0.2392, 0.4000, 0.3775, 0.4214, 0.3740, 0.2740, -0.0870, 0.4780, -0.7165, 0.4060, -0.3382, -0.6308, 0.0792, 0.3452, 0.5585, -0.4978, -0.5522, -1.0032, 0.0302, 0.1057, 0.2636, -0.1202, 0.2468, 0.2315, 0.5014, 0.4265, 0.3997, 0.4574, -0.5674, -0.1147, -0.1249, -0.4307]}

---

Record 6
{"formula": "C12H13NO2", "method": "ωB97M-V/def2-TZVPD", "orbital_gap_ev": [5.9, 8.7], "total_charge": 0, "e_homo_ev": [-7.005, -9.034], "lumo_ha": [-0.0405, -0.0123], "de_lowest_ev": 8.5085, "symbols": ["C", "C", "C", "C", "C", "C", "C", "C", "C", "C", "C", "C", "N", "O", "O", "H", "H", "H", "H", "H", "H", "H", "H", "H", "H", "H", "H", "H"], "coordinates": [[-3.943, -0.370, 1.286], [-3.437, -1.541, 0.718], [-3.355, 0.819, 0.962], [-2.403, -1.627, -0.192], [-2.282, 0.842, 0.088], [-1.868, -0.390, -0.439], [1.454, -0.837, 0.495], [1.508, 0.713, -1.504], [3.514, -0.271, -0.217], [-0.659, -0.423, -1.216], [2.137, 0.379, -0.074], [2.046, 1.621, 0.748], [2.152, -1.861, 0.636], [0.145, 0.713, -1.296], [3.498, -1.538, 0.442], [-4.919, -0.557, 1.816], [-4.027, -2.474, 0.836], [-3.665, 1.635, 1.479], [-2.148, -2.534, -0.678], [-1.597, 1.599, -0.190], [1.807, 1.681, -1.873], [1.780, -0.058, -2.202], [3.826, -0.419, -1.316], [4.370, 0.409, 0.295], [-0.301, -1.292, -1.784], [2.697, 2.522, 0.411], [2.618, 1.382, 1.677], [1.052, 1.876, 1.092]], "mulliken_charge": [-0.5194, -0.2125, -0.6529, -0.7928, -0.6006, 1.2818, -0.2551, -1.1421, -0.7281, -0.5762, 1.9927, -1.6070, -0.4642, -0.2759, -0.2264, 0.2964, 0.2655, 0.4900, 0.4088, 0.5533, 0.3070, 0.4982, 0.2239, 0.2691, 0.3574, 0.3375, 0.4519, 0.3197]}

---

Record 7
{"formula": "C12H13NO2", "method": "ωB97M-V/def2-TZVPD", "orbital_gap_ev": [6.0, 5.8], "total_charge": 0, "e_homo_ev": [-7.188, -7.000], "lumo_ha": [-0.0424, -0.0432], "de_lowest_ev": 9.3298, "symbols": ["C", "C", "C", "C", "C", "C", "C", "C", "C", "C", "C", "C", "N", "O", "O", "H", "H", "H", "H", "H", "H", "H", "H", "H", "H", "H", "H", "H"], "coordinates": [[-1.592, -2.755, -2.004], [-0.509, -2.075, -2.569], [-2.213, -2.379, -0.802], [0.087, -1.059, -1.912], [-1.421, -1.376, -0.023], [-0.289, -0.722, -0.582], [-1.930, -1.242, 1.247], [0.211, 0.485, 1.503], [0.459, 0.465, 0.083], [-0.234, 1.618, -0.577], [2.004, 0.426, -0.070], [1.396, 2.402, 2.303], [0.485, 1.213, 2.509], [0.196, 0.942, 3.700], [-2.631, -1.493, 2.171], [-1.974, -3.529, -2.653], [-0.251, -2.326, -3.675], [-3.127, -2.854, -0.243], [0.869, -0.621, -2.447], [-0.172, 1.703, -1.657], [0.227, 2.658, -0.418], [-1.339, 1.620, -0.338], [2.244, 1.487, 0.065], [2.415, -0.094, -1.072], [2.305, -0.255, 0.716], [1.005, 2.995, 1.517], [2.289, 1.951, 1.935], [1.492, 2.812, 3.293]], "mulliken_charge": [-0.3796, -0.5963, -0.9025, -0.6533, 0.6730, -0.2992, 0.4873, -0.9531, 2.5485, -1.3479, -1.6061, -1.0137, 0.6495, -0.7455, -0.3631, 0.3676, 0.2711, 0.3011, 0.4496, 0.4136, 0.3351, 0.3024, 0.3960, 0.2754, 0.4361, 0.2731, 0.3503, 0.3306]}

---

Values for E_tot, eV, ordered as above
-19170.9484, -29136.9013, -29407.8917, -40241.0841, -197820.5928, -18232.7937, -18231.9724